Model 1:
19
Properties=species:S:1:pos:R:3 method="wB97M-V/def2-TZVPD" multiplicity=1 lumo_ev=0.50 orbital_gap_ev=9.01 e_homo_ev=-8.51
C 2.05 1.16 -0.33
C 2.09 0.06 -1.37
S 0.71 -1.27 -1.34
S -0.87 0.12 -1.23
C -1.51 -0.40 0.38
C -2.57 0.55 0.94
H 3.04 1.57 -0.19
H 1.40 1.99 -0.64
H 1.71 0.71 0.61
H 1.99 0.39 -2.40
H 2.96 -0.57 -1.17
H -0.63 -0.41 1.03
H -1.83 -1.43 0.26
H -2.98 0.10 1.85
H -2.18 1.54 1.22
H -3.47 0.63 0.32
H -0.58 0.52 3.58
H 0.53 1.52 3.99
O 0.08 0.72 4.25

Model 2:
19
Properties=species:S:1:pos:R:3 method="wB97M-V/def2-TZVPD" multiplicity=1 lumo_ev=0.56 orbital_gap_ev=9.21 e_homo_ev=-8.65
C -1.56 1.34 1.40
C -0.05 1.68 1.38
C -1.98 0.74 0.08
S -1.08 -0.89 -0.26
S -0.87 -1.29 -2.30
C 0.87 -1.04 -2.25
H -1.64 0.62 2.17
H -2.08 2.20 1.49
H 0.52 0.72 1.19
H 0.34 2.54 0.58
H 0.31 2.12 2.38
H -3.11 0.25 0.14
H -2.15 1.51 -0.64
H 1.28 -1.42 -3.20
H 1.27 -0.02 -1.93
H 1.53 -1.61 -1.51
H 2.25 -2.67 1.10
H 3.09 -2.26 -0.32
O 3.07 -2.51 0.51

Model 3:
19
Properties=species:S:1:pos:R:3 method="wB97M-V/def2-TZVPD" multiplicity=1 lumo_ev=0.74 orbital_gap_ev=8.83 e_homo_ev=-8.09
C -1.88 1.56 -0.78
C -2.38 0.99 0.59
C -1.06 0.78 -1.77
S 0.26 -0.32 -1.00
S 1.04 0.82 0.55
C 1.41 2.47 -0.05
H -1.66 2.62 -0.63
H -2.84 1.62 -1.28
H -3.46 0.85 0.53
H -2.07 1.60 1.43
H -2.00 -0.03 0.73
H -0.51 1.41 -2.47
H -1.71 0.00 -2.18
H 2.16 2.87 0.64
H 0.59 3.15 -0.26
H 1.88 2.44 -1.04
H 2.19 -5.95 2.73
H 1.06 -5.79 1.61
O 1.28 -5.70 2.52

Model 4:
19
Properties=species:S:1:pos:R:3 method="wB97M-V/def2-TZVPD" multiplicity=1 lumo_ev=0.66 orbital_gap_ev=9.35 e_homo_ev=-8.69
C 2.04 -0.67 0.38
C 2.24 0.08 1.74
S 0.75 0.74 2.53
S -0.06 1.88 1.08
C -1.19 0.76 0.17
C -2.37 1.56 -0.37
H 2.84 -1.39 0.24
H 2.18 0.08 -0.40
H 1.08 -1.19 0.37
H 2.76 0.98 1.41
H 2.68 -0.56 2.50
H -0.66 0.37 -0.70
H -1.53 0.01 0.87
H -2.97 0.94 -1.03
H -1.93 2.38 -0.93
H -2.98 1.98 0.43
H -0.73 -2.44 -3.49
H -1.02 -3.18 -2.21
O -1.10 -2.32 -2.59

On energetic grounds, model 4 is preferred over the next structure by 11.6 kJ/mol.

Model 1:
23
Properties=species:S:1:pos:R:3 method="wB97M-V/def2-TZVPD" multiplicity=2 lumo_ev="3.31 / 3.20" orbital_gap_ev="2.81 / 7.07" charge=-1 e_homo_ev="0.50 / -3.88"
C 1.71 -0.98 0.86
C 0.21 -1.18 0.54
C -0.69 -0.49 1.57
C -0.48 1.02 1.59
C 0.15 2.66 0.00
N -0.54 1.55 0.25
H 2.29 -1.72 0.29
H 1.99 -0.01 0.44
H 1.93 -1.17 1.91
H 0.02 -0.91 -0.48
H -0.02 -2.26 0.57
H -1.71 -0.65 1.28
H -0.44 -0.99 2.52
H 0.48 1.32 2.06
H -1.29 1.51 2.15
H 0.21 3.03 -1.03
H 0.59 3.32 0.76
H 0.76 -2.10 -2.78
H -0.25 -1.19 -3.47
O -0.18 -1.87 -2.78
H -1.63 -0.19 -2.66
H -1.20 0.77 -1.48
O -1.92 0.54 -2.11

Model 2:
23
Properties=species:S:1:pos:R:3 method="wB97M-V/def2-TZVPD" multiplicity=2 lumo_ev="3.31 / 3.23" orbital_gap_ev="2.31 / 8.23" charge=-1 e_homo_ev="1.00 / -5.00"
C 1.04 0.93 -1.78
N 0.60 0.68 -0.42
C -0.39 -2.79 0.74
C 0.27 -1.41 0.79
C -0.31 -0.44 -0.29
C -1.75 -0.03 0.13
O -2.73 -0.88 -0.48
H 1.50 1.94 -1.82
H 0.21 0.92 -2.47
H 1.86 0.24 -2.05
H 1.33 0.68 0.28
H -0.07 -3.27 -0.18
H -0.11 -3.46 1.55
H -1.48 -2.73 0.71
H 0.27 -0.88 1.74
H 1.29 -1.56 0.44
H -0.42 -0.96 -1.25
H -1.89 1.02 -0.12
H -1.93 -0.23 1.19
H -2.96 -0.54 -1.34
H 2.23 2.61 1.04
H 3.23 3.62 0.60
O 2.62 3.45 1.34

On energetic grounds, model 1 is preferred over the next structure by 12.8 kJ/mol.

Model 1:
119
Properties=species:S:1:pos:R:3 method="wB97M-V/def2-TZVPD" multiplicity=1 lumo_ev=2.23 orbital_gap_ev=7.41 charge=-1 e_homo_ev=-5.18
C 0.47 0.95 0.52
O 1.60 0.31 1.03
H -0.01 0.33 0.17
H 0.66 1.56 -0.21
H 0.04 1.59 1.35
C 0.80 3.34 -2.62
O 1.49 2.45 -3.46
H -0.43 3.11 -2.48
H 0.80 4.44 -2.78
H 1.22 3.38 -1.57
H 1.97 1.97 -2.83
C 4.41 -1.37 2.20
O 3.32 -1.77 1.32
H 4.27 -1.65 3.17
H 4.50 -0.31 1.89
H 5.17 -2.00 1.92
H 2.80 -1.05 1.04
C 0.99 3.20 2.97
O 2.13 2.52 2.38
H 0.35 2.62 3.63
H 0.24 3.65 2.29
H 1.00 4.03 3.64
H 1.93 1.85 1.72
C 3.09 0.16 6.35
O 2.29 -0.95 5.73
C 1.53 -0.47 4.64
C 0.73 -1.58 4.07
N -0.28 -1.10 3.14
C -1.08 -2.13 2.49
C -0.37 -2.89 1.44
O -1.02 -4.05 1.15
C -0.74 -4.66 -0.16
H 3.64 0.75 5.56
H 3.74 -0.24 7.00
H 2.54 1.12 6.87
H 2.31 -0.07 4.03
H 0.92 0.42 4.94
H 0.39 -1.93 5.15
H 1.17 -2.26 3.35
H 0.25 -0.75 2.50
H -2.00 -1.68 1.81
H -1.26 -3.01 3.07
H 0.62 -3.08 1.72
H -0.24 -2.22 0.53
H -1.02 -5.68 -0.26
H 0.40 -4.74 -0.28
H -1.21 -4.24 -0.76
C -1.65 0.42 8.23
O -2.81 0.09 7.40
C -2.54 -0.26 6.01
C -2.59 1.03 5.13
N -2.49 0.72 3.68
C -2.81 1.73 2.71
C -3.19 1.28 1.28
O -3.69 2.30 0.41
C -2.83 3.28 0.06
H -1.79 0.46 9.21
H -1.37 1.30 7.76
H -0.79 -0.07 8.19
H -3.17 -1.01 5.59
H -1.66 -0.90 5.81
H -1.72 1.71 5.19
H -3.39 1.77 5.23
H -1.78 0.30 3.27
H -1.93 2.46 2.85
H -3.68 2.49 3.16
H -4.07 0.82 1.44
H -2.53 0.66 0.65
H -3.15 3.98 -0.75
H -1.87 2.87 -0.27
H -2.59 3.95 1.01
C 0.65 -3.01 -3.31
O 1.84 -2.51 -2.88
C 1.83 -1.22 -2.47
C 3.21 -0.83 -2.00
N 3.14 0.55 -1.54
C 4.48 1.07 -1.25
C 4.18 2.56 -0.84
O 5.44 3.21 -0.60
C 5.37 4.48 -0.12
H 0.28 -2.44 -4.19
H -0.25 -2.81 -2.60
H 0.84 -4.13 -3.61
H 1.19 -0.98 -1.48
H 1.56 -0.41 -3.14
H 4.05 -0.82 -2.54
H 3.58 -1.42 -1.27
H 2.73 0.46 -0.55
H 5.01 1.26 -2.14
H 5.06 0.71 -0.53
H 3.60 2.73 -0.01
H 3.71 2.91 -1.78
H 6.41 4.92 0.17
H 4.77 4.61 0.77
H 5.03 5.15 -0.86
C -2.12 0.70 -1.71
O -2.90 -0.22 -2.63
C -2.29 -0.34 -3.96
C -3.13 -1.27 -4.74
N -2.60 -1.40 -6.14
C -3.30 -2.45 -6.80
C -3.22 -2.21 -8.37
O -3.75 -3.21 -9.01
C -4.21 -3.01 -10.43
H -1.38 0.24 -1.20
H -2.76 1.08 -0.92
H -1.74 1.66 -2.09
H -1.25 -0.88 -3.66
H -2.33 0.65 -4.54
H -4.16 -0.98 -4.80
H -3.08 -2.13 -4.16
H -1.66 -1.56 -6.18
H -4.42 -2.59 -6.61
H -2.93 -3.28 -6.73
H -2.07 -2.18 -8.56
H -3.44 -1.10 -8.47
H -4.72 -1.98 -10.40
H -4.88 -3.86 -10.60
H -3.39 -2.95 -11.16

Model 2:
119
Properties=species:S:1:pos:R:3 method="wB97M-V/def2-TZVPD" multiplicity=1 lumo_ev=2.37 orbital_gap_ev=8.81 charge=-1 e_homo_ev=-6.45
C 0.55 -0.06 -0.56
C -0.72 -0.58 0.05
O -1.72 -0.42 -0.62
O -0.60 -1.26 1.13
H 0.83 -0.72 -1.33
H 1.19 0.41 0.22
H 0.25 0.81 -1.19
C -4.07 1.82 0.71
O -2.99 2.55 0.98
N -5.30 2.24 0.94
N -4.07 0.76 -0.08
H -5.41 3.04 1.57
H -5.98 1.48 1.12
H -3.07 0.38 -0.35
H -4.89 0.22 -0.18
C -3.30 -3.56 0.78
O -4.34 -4.40 1.01
N -2.14 -3.92 1.20
N -3.41 -2.42 0.23
H -1.97 -4.73 1.76
H -1.36 -3.34 0.94
H -4.32 -2.06 -0.15
H -2.63 -1.75 -0.04
C 1.97 -3.18 -0.97
C 0.78 -4.01 -0.47
C 0.73 -5.37 -1.09
O 0.79 -4.16 0.75
H 1.89 -2.96 -2.05
H 2.94 -3.78 -0.70
H 1.97 -2.32 -0.44
H -0.12 -3.57 -0.80
H -0.21 -5.84 -0.73
H 1.56 -6.03 -0.83
H 0.61 -5.43 -2.21
H 0.80 -3.26 1.14
C -2.36 1.01 -3.43
C -1.93 -0.40 -3.86
C -1.65 -0.55 -5.37
O -0.97 -0.91 -3.17
H -2.09 1.13 -2.39
H -3.43 1.17 -3.47
H -1.71 1.77 -3.94
H -2.69 -1.16 -3.69
H -2.52 -0.48 -6.02
H -1.08 -1.41 -5.58
H -1.01 0.19 -5.75
H -1.13 -0.73 -2.22
C 2.27 2.00 -3.33
C 1.61 0.86 -4.04
C 1.84 0.70 -5.47
O 1.70 -0.36 -3.60
H 3.40 1.80 -3.31
H 1.89 2.20 -2.35
H 2.18 2.88 -3.92
H 0.58 1.10 -3.98
H 2.88 0.40 -5.76
H 1.75 1.66 -5.90
H 1.06 0.09 -5.97
H 0.78 -0.76 -3.52
C 1.46 -2.39 3.80
C 2.33 -1.35 3.06
C 3.67 -1.41 3.56
O 2.35 -1.57 1.86
H 0.50 -2.09 3.79
H 1.70 -2.65 4.87
H 1.52 -3.34 3.37
H 2.07 -0.24 3.19
H 4.39 -0.93 2.96
H 4.00 -2.41 3.71
H 3.81 -0.91 4.51
H 1.57 -1.20 1.47
C -1.19 2.87 3.25
C -0.13 2.02 2.58
C 1.24 2.61 2.99
O -0.13 0.86 3.02
H -1.08 3.82 2.78
H -0.88 2.83 4.26
H -2.22 2.48 3.27
H -0.27 1.99 1.48
H 2.03 2.00 2.76
H 1.43 2.77 4.08
H 1.45 3.57 2.56
H -0.58 0.30 2.35
C -0.82 4.17 -2.33
C -0.56 3.70 -0.90
C 0.87 4.05 -0.39
O -1.27 4.21 -0.02
H -1.11 5.22 -2.35
H -1.55 3.58 -2.81
H 0.16 4.19 -2.85
H -0.77 2.63 -0.78
H 1.01 4.99 0.10
H 1.60 4.02 -1.21
H 1.32 3.38 0.30
H -2.00 3.58 0.20
C 4.10 0.21 -0.27
C 5.43 0.70 -0.85
C 6.50 0.72 0.21
O 5.88 -0.03 -1.75
H 3.21 0.57 -0.94
H 3.93 0.65 0.71
H 4.18 -0.90 -0.29
H 5.27 1.73 -1.40
H 6.59 -0.30 0.59
H 6.22 1.21 1.16
H 7.43 0.97 -0.17
H 6.04 0.51 -2.52
C -4.94 -0.85 3.14
C -3.42 -0.77 3.27
C -2.93 -0.09 4.61
O -2.90 -1.92 3.35
H -5.19 -1.25 2.09
H -5.37 0.21 3.16
H -5.34 -1.37 4.05
H -3.10 -0.24 2.39
H -1.81 -0.17 4.70
H -3.38 -0.50 5.53
H -3.21 1.00 4.58
H -2.68 -2.24 2.47

On energetic grounds, model 2 is preferred over the next structure by 1605.6 kJ/mol.

Model 1:
18
Properties=species:S:1:pos:R:3 method="wB97M-V/def2-TZVPD" multiplicity=1 lumo_ev="-2.67 / -2.67" orbital_gap_ev="6.25 / 6.25" e_homo_ev="-8.93 / -8.93"
C 0.70 1.42 3.45
C 1.51 0.57 2.74
C 0.03 -0.59 -3.36
C -0.55 1.38 2.90
C -0.30 -0.86 -2.01
C 0.67 0.02 1.77
N -1.02 -0.06 -3.89
N -1.57 -0.49 -1.77
N -1.89 0.06 -2.96
O -0.03 -2.72 -0.18
O 2.03 -1.87 -1.14
O -0.60 0.52 1.92
S 0.74 -1.59 -0.62
H 1.02 1.85 4.38
H 2.53 0.67 2.88
H 0.91 -0.76 -4.01
H -1.40 1.99 3.09
H -2.79 0.45 -3.18

Model 2:
18
Properties=species:S:1:pos:R:3 method="wB97M-V/def2-TZVPD" multiplicity=1 lumo_ev="-1.05 / -1.04" orbital_gap_ev="8.06 / 8.06" e_homo_ev="-9.10 / -9.10"
C -1.60 -1.11 1.86
C -1.41 0.35 1.85
C -0.95 -2.07 1.14
C -0.64 0.83 0.81
C -0.19 -1.52 0.07
C -0.22 -0.06 -0.15
N 0.65 -2.14 -0.80
N 1.13 -1.17 -1.49
N 0.64 0.07 -1.24
O 3.14 2.25 -1.55
O 1.25 3.34 -0.83
O 0.78 1.03 -2.06
S 1.86 2.74 -1.97
H -2.40 -1.39 2.55
H -1.95 1.05 2.53
H -1.18 -3.18 1.24
H -0.44 1.96 0.58
H 1.55 -0.99 -2.54

On energetic grounds, model 2 is preferred over the next structure by 223.5 kJ/mol.